(1)
A 2-piece molecular cluster, C5H10NOS2 overall in a non-equilibrium geometry. Source: OMol25; level of theory: ωB97M-V with the def2-TZVPD basis set.

```
! RIJCOSX wB97M-V def2-TZVPD def2/J DEFGRID3
* xyz 1 3
S -2.050 -0.121 -3.092
O -0.661 1.972 -1.856
H 2.030 -1.316 1.434
H 1.626 0.638 -0.488
C 0.367 -0.346 0.972
H -0.231 2.567 -2.624
C 1.186 -1.617 0.878
C -0.474 0.109 2.155
H -0.898 -0.741 2.616
H 0.505 1.707 0.458
S -1.546 -1.319 -0.234
N 0.739 0.698 0.181
H 0.441 0.415 -2.515
C -0.593 0.639 -2.137
H 0.551 -2.501 1.301
H 0.225 0.446 2.912
C -1.467 -0.347 -1.522
H -1.170 0.794 1.752
H 1.421 -1.679 -0.195
*
```

Output
Strongest force on any atom = 3.50 eV/Å
Energy = -1122.44829 Eh

Here are the Löwdin charges for atoms 1 to 6, given in e: 1.054, -0.073, 0.085, 0.197, -0.491, 0.201



(2)
A 2-piece molecular cluster, C3H6N2 overall in a non-equilibrium geometry. Source: OMol25; level of theory: ωB97M-V with the def2-TZVPD basis set.

```
! RIJCOSX wB97M-V def2-TZVPD def2/J DEFGRID3
* xyz 0 1
N -0.333 0.425 0.144
C 0.347 1.261 -0.822
H -1.371 -0.691 -1.279
C 1.024 -2.307 1.474
H -0.034 1.138 -1.846
H 0.456 -0.259 1.535
H 1.409 0.988 -0.799
N 0.854 -1.190 1.810
H -1.507 -1.178 0.528
H 0.270 2.309 -0.515
C -1.115 -0.495 -0.231
*
```

Output
Strongest force on any atom = 1.30 eV/Å
Energy = -227.33785 Eh

Here are the Löwdin charges for atoms 1 to 6, given in e: -0.142, -0.119, 0.087, -0.105, 0.077, 0.025



(3)
C41H35F3IN3O2PdSbSe as an isolated structure. Source: OMol25; level of theory: ωB97M-V with the def2-TZVPD basis set.

```
! RIJCOSX wB97M-V def2-TZVPD def2/J DEFGRID3
* xyz -1 1
C -0.433 -7.160 -0.403
C 0.093 4.938 -0.933
C -1.733 0.017 -6.103
C -2.117 -5.132 0.462
O -0.594 2.619 3.621
C 0.370 -2.840 -2.186
C 2.226 2.031 -0.082
C 1.553 -1.156 4.731
F 1.384 -2.730 -6.191
H -0.541 -4.728 -2.687
H 4.937 -3.821 -0.019
H 0.095 -4.659 -5.062
C 3.472 2.594 -0.099
C 1.717 -3.510 2.072
C -1.821 0.888 -5.020
H 0.210 -7.969 -0.723
N 0.138 -0.742 4.748
C -0.258 2.114 -0.484
H 4.618 4.377 -0.520
C 4.035 -3.992 1.908
H 1.311 -0.906 -2.096
C -0.049 -5.832 -0.508
I 2.107 0.083 0.672
C -2.311 -1.035 -3.626
H 2.958 -4.098 3.749
H -3.141 -2.511 -0.737
H 2.616 5.731 -1.039
C 1.656 -3.239 0.709
N -2.324 0.911 -2.555
F 5.200 -4.357 2.494
C 2.825 -3.361 -0.038
N -2.534 -1.271 -2.278
C -2.252 -1.892 -4.706
H -3.487 -6.723 1.004
H -2.412 -2.955 -4.587
C 1.057 -2.764 -4.879
H 3.367 -0.054 5.292
H 4.334 2.016 0.205
C 2.524 4.681 -0.784
C -1.955 -1.346 -5.955
H 1.907 -1.184 3.699
C -0.886 -4.798 -0.093
H 1.917 -0.843 -4.489
C 3.629 3.938 -0.490
C -1.674 -7.441 0.138
H 2.812 -3.150 -1.102
H -2.767 -3.334 -2.277
C 4.023 -3.735 0.552
H -2.209 1.881 -2.313
H 0.239 5.992 -1.141
C -2.138 0.348 -3.785
H 1.655 -2.159 5.146
Pd -0.748 -0.052 -0.474
H -2.321 2.628 -0.504
H 0.823 -3.423 2.683
H -1.659 1.952 -5.138
H -2.033 5.025 -0.893
C 1.226 4.114 -0.738
H -1.490 0.412 -7.081
H 0.930 -5.603 -0.916
H -1.889 -1.997 -6.818
C 1.041 2.727 -0.451
H -4.286 -2.408 -2.065
C 0.020 -3.874 -3.047
C 0.371 -3.854 -4.393
C -3.220 -2.451 -1.821
H 2.162 -0.223 6.580
H 1.674 2.036 5.701
H -0.885 -0.305 3.084
H -0.474 1.003 5.774
F -2.057 -8.736 0.244
H 1.952 1.488 4.055
C -1.152 4.396 -0.809
C -1.306 3.011 -0.598
C 0.106 0.727 4.892
C 2.298 -0.074 5.504
C 2.902 -3.889 2.689
C 1.060 -1.749 -2.730
C -2.529 -6.455 0.579
C -2.559 -0.051 -1.563
C 1.405 -1.699 -4.072
O -1.028 0.609 2.759
Se -3.701 0.192 -0.086
C -0.546 1.421 3.691
Sb -0.265 -2.722 -0.123
H -0.347 -1.181 5.517
C 1.575 1.183 5.034
H -2.784 -4.350 0.810
*
```

Output
Strongest force on any atom = 0.64 eV/Å
Energy = -5265.01652 Eh

Here are the Löwdin charges for atoms 1 to 6, given in e: -0.010, -0.073, -0.114, -0.129, 0.107, -0.364



(4)
A 2-piece molecular cluster, C3H2IO2S overall in a non-equilibrium geometry. Source: OMol25; level of theory: ωB97M-V with the def2-TZVPD basis set.

```
! RIJCOSX wB97M-V def2-TZVPD def2/J DEFGRID3
* xyz -1 1
H 1.410 -1.979 -0.730
C -2.256 0.860 0.164
O -3.986 2.319 -1.237
I -3.109 -1.130 0.008
H -1.764 0.892 1.052
O -2.537 3.292 0.514
C 0.661 -1.332 -0.755
S -3.415 2.192 0.089
C 0.049 -0.300 -0.508
*
```

Output
Strongest force on any atom = 3.94 eV/Å
Energy = -961.68821 Eh

Here are the Löwdin charges for atoms 1 to 6, given in e: -0.105, -0.706, -0.458, 0.642, -0.086, -0.472



(5)
A 2-piece molecular cluster, C2H2N2OS overall in a non-equilibrium geometry. Source: OMol25; level of theory: ωB97M-V with the def2-TZVPD basis set.

```
! RIJCOSX wB97M-V def2-TZVPD def2/J DEFGRID3
* xyz 0 1
H -0.385 -1.377 -3.900
H 2.271 -1.886 2.840
S 0.289 -0.830 0.062
C -0.264 -2.577 -2.274
N -0.268 -1.574 -2.917
C 0.908 -1.274 1.458
O -0.375 -3.518 -1.601
N 1.366 -1.832 2.431
*
```

Output
Strongest force on any atom = 1.99 eV/Å
Energy = -660.33796 Eh
SMILES = N=C=O.N=C=S

Here are the Löwdin charges for atoms 1 to 6, given in e: 0.095, 0.075, 0.742, -0.519, 0.160, -0.796



(6)
A 5-piece molecular cluster, C3H14O5 overall in a non-equilibrium geometry. Source: OMol25; level of theory: ωB97M-V with the def2-TZVPD basis set.

```
! RIJCOSX wB97M-V def2-TZVPD def2/J DEFGRID3
* xyz 0 1
H 0.813 0.907 -1.925
O -1.509 0.506 2.500
O 2.442 3.399 1.367
H -0.926 -2.158 1.023
H -0.141 -0.746 1.428
O 1.458 -2.711 -2.450
H 0.808 -2.110 1.544
H -2.130 1.140 2.042
H -3.092 1.876 -0.626
H -2.269 2.665 -1.660
H 2.879 2.809 0.851
C 0.542 -1.738 -0.468
H -0.621 1.063 -1.451
O -2.238 1.941 -1.020
C 0.008 -1.711 0.933
H 2.104 2.863 2.042
C 0.821 -2.820 -1.204
H 1.587 -1.736 -2.653
H 0.676 -3.921 -1.055
H 0.677 -0.777 -1.101
O 0.262 1.133 -1.137
H -2.151 0.125 3.018
*
```

Output
Strongest force on any atom = 4.26 eV/Å
Energy = -498.80882 Eh
SMILES = C/C=C/O.O.O.O.O

Here are the Löwdin charges for atoms 1 to 6, given in e: 0.060, -0.033, 0.011, 0.048, 0.041, -0.078



(7)
A single CH3NO2S2 molecule in a non-equilibrium geometry. Source: OMol25; level of theory: ωB97M-V with the def2-TZVPD basis set.

```
! RIJCOSX wB97M-V def2-TZVPD def2/J DEFGRID3
* xyz 0 1
O -1.713 -0.922 -0.600
H 2.781 -0.153 0.529
S 1.269 -2.219 -0.292
N -0.622 -0.279 -0.036
H -0.661 1.466 -0.845
C 0.655 -0.692 -0.216
O -0.875 1.049 0.078
H -1.914 -1.765 -0.155
S 1.859 0.755 0.442
*
```

Output
Strongest force on any atom = 3.03 eV/Å
Energy = -1041.36356 Eh
SMILES = ON(O)C(=S)S

Here are the Löwdin charges for atoms 1 to 6, given in e: 0.033, -0.207, 0.598, -0.349, 0.168, -1.003



(8)
A single C5H8N2 molecule. Source: OMol25; level of theory: ωB97M-V with the def2-TZVPD basis set.

```
! RIJCOSX wB97M-V def2-TZVPD def2/J DEFGRID3
* xyz 0 1
H -0.681 2.081 -0.800
C -2.248 -0.176 0.253
C -0.779 0.083 0.083
N 1.192 1.006 -0.643
N 2.707 -0.726 0.221
H 1.811 1.803 -0.658
H 3.518 -0.185 -0.057
C 0.318 -0.943 0.291
C -0.206 1.166 -0.454
H -2.489 -0.421 1.294
H -2.581 -1.026 -0.359
H 0.534 -1.319 1.294
C 1.584 -0.210 -0.077
H -2.856 0.689 -0.039
H 0.174 -1.823 -0.349
*
```

Output
Strongest force on any atom = 0.66 eV/Å
Energy = -304.81465 Eh
SMILES = [H]/N=C1/CC(C)=CN1

Here are the Löwdin charges for atoms 1 to 6, given in e: 0.121, -0.064, -0.281, 0.060, 0.115, 0.135